A cluster of 7 separate species, C27H72N4O8 in total, computed with ωB97M-V/def2-TZVPD.

The charge is 0. The SMILES is COC[C@H](C)N.COC[C@H](C)N.COC[C@H](C)N.COCCNCCOC.CC(C)O.CC(C)O.CC(C)O. The orbital gap is 8.798 eV. The value obtained for the energy is -1892.55096 a.u.

```
111
Properties=species:S:1:pos:R:3:lowdin_charge:R:1
C -0.182 -2.006 6.666 -0.05
C 0.821 -1.339 5.693 -0.47
C 1.673 -0.112 6.278 -0.03
O 1.626 -2.273 5.060 -0.05
H -0.479 -3.023 6.411 0.07
H -1.116 -1.445 6.664 0.07
H 0.278 -2.153 7.643 0.07
H 0.168 -0.812 4.997 0.11
H 2.637 0.176 5.860 0.06
H 1.944 -0.249 7.324 0.06
H 1.020 0.747 6.119 0.06
H 2.272 -2.644 5.664 0.10
C -0.056 -0.106 -0.342 -0.06
C 0.337 -1.364 0.450 -0.43
C 1.241 -1.230 1.666 -0.05
O -0.927 -1.762 1.019 -0.08
H 0.849 0.270 -0.819 0.07
H -0.388 0.779 0.201 0.06
H -0.759 -0.433 -1.108 0.08
H 0.704 -2.158 -0.201 0.11
H 2.217 -0.863 1.350 0.06
H 1.666 -2.103 2.161 0.08
H 0.934 -0.454 2.368 0.07
H -1.398 -0.964 1.270 0.07
C -0.796 2.450 3.041 -0.07
C -0.464 3.197 4.306 -0.51
C -0.583 4.703 4.053 -0.05
O -1.347 2.799 5.305 -0.04
H 0.087 2.242 2.436 0.06
H -1.424 2.946 2.301 0.07
H -1.415 1.578 3.254 0.08
H 0.560 2.879 4.506 0.12
H -0.518 5.368 4.914 0.08
H -1.610 4.850 3.718 0.08
H 0.124 4.971 3.267 0.08
H -2.256 2.824 4.998 0.09
C 3.342 -2.813 -1.192 -0.09
O 2.570 -1.826 -1.863 -0.21
C 2.423 -1.983 -3.228 -0.25
C 1.755 -0.782 -3.931 -0.14
N 1.143 -1.158 -5.235 -0.05
C 0.431 -2.395 -5.444 -0.24
C -0.560 -2.104 -6.472 -0.30
O -0.149 -2.006 -7.788 -0.15
C 0.256 -3.252 -8.330 -0.11
H 2.931 -3.818 -1.281 0.08
H 3.272 -2.493 -0.152 0.08
H 4.356 -2.913 -1.580 0.09
H 1.947 -2.941 -3.434 0.11
H 3.442 -2.039 -3.610 0.12
H 2.456 0.045 -4.044 0.12
H 0.944 -0.532 -3.246 0.09
H 1.381 -0.685 -6.095 0.12
H -0.187 -2.706 -4.602 0.12
H 0.955 -3.286 -5.788 0.11
H -0.898 -1.092 -6.245 0.13
H -1.499 -2.646 -6.361 0.13
H -0.580 -3.864 -8.669 0.09
H 1.052 -3.798 -7.824 0.08
H 0.738 -3.069 -9.290 0.08
C -2.753 -4.610 -2.377 -0.06
C -1.933 -5.359 -1.328 -0.43
C -2.547 -6.782 -0.984 -0.16
O -3.785 -6.603 -0.333 -0.19
C -4.558 -7.659 -0.073 -0.16
N -0.498 -5.245 -1.474 0.04
H -2.508 -4.976 -3.374 0.08
H -2.331 -3.607 -2.312 0.06
H -3.785 -4.516 -2.041 0.08
H -2.179 -4.766 -0.447 0.12
H -1.952 -7.350 -0.269 0.12
H -2.550 -7.360 -1.908 0.12
H -5.337 -7.403 0.645 0.10
H -3.994 -8.462 0.403 0.08
H -4.888 -8.048 -1.036 0.09
H -0.167 -4.298 -1.592 0.05
H 0.020 -5.539 -0.658 0.07
C -3.527 5.546 -4.009 -0.04
C -4.579 4.584 -3.419 -0.49
C -3.947 3.302 -3.082 -0.22
O -3.112 3.545 -1.904 -0.21
C -2.747 2.260 -1.285 -0.07
N -5.325 5.092 -2.320 0.06
H -3.928 6.523 -4.275 0.07
H -3.033 5.198 -4.917 0.08
H -2.796 5.771 -3.232 0.08
H -5.295 4.198 -4.145 0.14
H -3.237 2.862 -3.782 0.13
H -4.696 2.559 -2.810 0.12
H -1.790 1.931 -1.689 0.07
H -3.569 1.547 -1.235 0.09
H -2.491 2.461 -0.244 0.07
H -4.631 5.137 -1.587 0.07
H -5.719 4.189 -2.100 0.07
C 4.095 6.190 2.594 -0.06
C 4.716 5.392 3.759 -0.42
C 4.169 3.954 3.822 -0.21
O 4.555 3.093 2.725 -0.18
C 3.394 2.173 2.361 -0.05
N 6.139 5.479 3.526 0.03
H 4.062 7.268 2.748 0.07
H 3.086 5.920 2.282 0.07
H 4.732 6.092 1.716 0.07
H 4.524 5.915 4.696 0.13
H 3.084 3.932 3.926 0.09
H 4.408 3.450 4.759 0.11
H 3.131 1.343 3.017 0.07
H 3.627 1.625 1.449 0.08
H 2.451 2.710 2.261 0.06
H 6.331 5.227 2.567 0.07
H 6.702 4.980 4.200 0.08
```

A structure of composition C36H57BBeF4N3O7, computed with ωB97M-V/def2-TZVPD.

As for the energy relative to the best compared isomer or geometry (same formula, charge and spin): 638.0 kcal per mole. The charge is +1. The orbital gap is 7.208 eV. The value obtained for the energy is -2534.92940 a.u.

```
109
Properties=species:S:1:pos:R:3:lowdin_charge:R:1
Be 1.643 -0.066 1.811 0.26
B -0.125 -0.541 0.264 -1.30
F -1.136 0.276 0.783 0.05
F -0.549 -1.197 -0.872 0.03
F 0.956 0.284 -0.019 -0.07
F 0.272 -1.406 1.206 0.23
N 0.427 -0.034 3.026 0.02
C -0.910 0.110 2.873 -0.08
C -1.859 -0.105 3.878 0.00
C -1.436 -0.506 5.166 0.00
C -0.040 -0.649 5.331 -0.03
C 0.861 -0.409 4.294 -0.06
H -1.272 0.527 1.945 -0.01
H -2.914 0.061 3.722 0.12
H -2.120 -0.613 5.995 0.12
H 0.317 -1.028 6.277 0.11
H 1.905 -0.676 4.365 0.12
N 2.646 -0.777 0.761 0.07
C 2.302 -1.259 -0.493 -0.05
C 3.207 -1.930 -1.304 -0.04
C 4.478 -2.215 -0.779 0.00
C 4.813 -1.771 0.447 -0.05
C 3.904 -1.089 1.181 -0.06
H 1.357 -0.959 -0.921 0.06
H 2.886 -2.175 -2.306 0.12
H 5.179 -2.709 -1.436 0.13
H 5.732 -2.015 0.959 0.13
H 4.194 -0.782 2.175 0.13
N -0.872 1.317 -3.565 -0.03
C -1.402 0.687 -2.482 -0.15
C -2.770 0.511 -2.345 -0.05
C -3.603 1.072 -3.353 0.01
C -3.007 1.805 -4.369 -0.04
C -1.663 1.875 -4.463 -0.11
H -0.774 0.370 -1.662 0.08
H -3.117 0.089 -1.413 -0.08
H -4.680 0.987 -3.379 0.11
H -3.557 2.214 -5.204 0.11
H -1.145 2.371 -5.270 0.14
C 0.263 3.658 -2.733 0.00
C 1.618 3.243 -2.208 -0.46
O 2.652 3.792 -2.512 0.09
C 1.584 2.143 -1.230 -0.02
H 0.043 3.047 -3.609 0.05
H 0.095 4.733 -2.785 0.12
H -0.438 3.218 -2.023 0.03
H 1.471 2.620 -0.256 0.11
H 2.526 1.597 -1.277 0.13
H 0.663 1.587 -1.404 0.05
C 2.030 -3.414 3.962 0.04
C 1.846 -2.838 2.554 -0.26
O 1.798 -1.611 2.419 -0.09
C 1.729 -3.794 1.376 0.02
H 1.315 -4.171 4.286 0.10
H 2.020 -2.597 4.683 0.06
H 3.000 -3.907 4.034 0.10
H 0.682 -3.804 1.075 0.09
H 1.926 -4.816 1.699 0.11
H 2.529 -3.689 0.642 0.10
C 1.216 -3.405 -2.002 0.00
C 0.192 -3.944 -0.968 -0.34
O 0.593 -4.830 -0.226 0.00
C -1.231 -3.287 -0.897 0.02
H 2.221 -3.405 -1.579 0.06
H 0.954 -2.392 -2.308 0.02
H 1.157 -4.045 -2.882 0.13
H -1.557 -3.048 0.115 0.02
H -1.966 -3.932 -1.380 0.11
H -1.308 -2.373 -1.486 0.09
C -1.278 2.258 -0.523 -0.07
C -1.426 3.719 -0.343 -0.49
O -0.504 4.509 -0.453 0.06
C -2.838 4.249 -0.076 0.02
H -0.229 1.967 -0.471 0.06
H -1.678 2.038 -1.513 0.09
H -1.777 1.722 0.284 0.08
H -2.816 5.327 -0.230 0.10
H -3.099 3.977 0.947 0.08
H -3.620 3.732 -0.632 0.09
C 1.027 -0.665 -2.447 -0.11
C 1.254 -0.261 -3.941 -0.34
O 1.559 -1.114 -4.766 0.07
C 1.277 1.204 -4.301 -0.05
H 1.673 -1.531 -2.303 0.00
H -0.022 -0.852 -2.221 0.08
H 1.208 0.191 -1.797 0.07
H 2.217 1.639 -3.963 0.10
H 0.478 1.791 -3.848 -0.03
H 1.293 1.269 -5.389 0.10
C -0.901 2.912 2.309 0.04
C 0.457 2.292 2.272 -0.32
O 0.704 1.387 1.486 0.00
C 1.385 2.589 3.423 0.04
H -1.054 3.346 3.297 0.12
H -1.732 2.230 2.125 0.09
H -0.897 3.728 1.587 0.09
H 1.887 3.556 3.435 0.11
H 2.206 1.876 3.341 0.08
H 0.959 2.422 4.413 0.11
C -3.548 -0.069 -0.103 0.00
C -3.931 -1.279 0.773 -0.36
O -5.121 -1.525 0.996 0.07
C -2.806 -2.184 1.293 0.00
H -2.751 -0.315 -0.805 0.05
H -3.148 0.714 0.541 0.11
H -4.480 0.315 -0.520 0.14
H -2.894 -3.107 0.719 0.09
H -2.967 -2.290 2.366 0.10
H -1.818 -1.749 1.139 0.05
```